[1]
Molecular formula: C28H38N5PSV
Method: DFT, ωB97M-V/def2-TZVPD

Geometry (Å):
V: -9.02898 -12.25173 14.11362
N: -8.37256 -13.31545 16.13417
C: -8.18095 -14.81204 15.75045
C: -7.83048 -14.98219 14.29844
N: -8.69860 -14.34073 13.32849
C: -10.08629 -14.81963 13.00482
C: -11.21286 -14.45789 14.02586
N: -11.26296 -12.96924 14.03288
H: -7.46876 -12.84656 16.45039
H: -9.07250 -13.30265 16.85663
H: -7.46305 -15.41558 16.31155
H: -9.18939 -15.27177 15.93313
H: -6.82910 -14.60160 14.09803
H: -7.71460 -16.08159 14.17314
H: -8.23556 -14.04938 12.50660
H: -10.32041 -14.42590 12.01380
H: -10.11151 -15.92229 12.92247
H: -12.13582 -14.92761 13.68651
H: -11.00864 -14.79283 15.05310
H: -11.26779 -12.50021 13.08985
H: -12.09661 -12.73766 14.52618
C: -9.49031 -11.37526 12.31476
C: -10.32693 -11.06435 11.48820
C: -11.50023 -10.95531 10.70702
C: -11.41507 -10.84789 9.23546
C: -10.26643 -11.16351 8.48823
C: -10.12762 -10.95315 7.16049
C: -11.18462 -10.35398 6.40873
C: -12.30063 -9.91628 7.12512
C: -12.41916 -10.15686 8.47539
C: -12.73277 -10.77759 11.44488
C: -13.97049 -11.08928 10.90892
C: -15.14023 -11.06996 11.68218
C: -15.14266 -10.61422 13.00995
C: -13.89481 -10.32387 13.58841
C: -12.72686 -10.40518 12.83917
H: -9.48391 -11.56037 9.09409
H: -9.16591 -11.13437 6.63033
H: -11.14050 -10.29516 5.35042
H: -13.14087 -9.44887 6.59513
H: -13.28234 -9.75323 9.01090
H: -13.94492 -11.59640 9.94854
H: -16.06765 -11.41700 11.21742
H: -16.08649 -10.64376 13.51483
H: -13.78144 -9.89348 14.59363
H: -11.78713 -10.02298 13.24006
C: -6.58211 -9.58425 13.41294
P: -6.67883 -11.44209 13.43026
C: -5.08511 -11.95687 14.23461
C: -6.01714 -11.66324 11.73173
H: -5.57946 -9.24051 13.13062
H: -6.88028 -9.14866 14.35377
H: -7.21818 -9.16571 12.63186
H: -4.34244 -11.17014 14.30972
H: -4.75854 -12.80553 13.65492
H: -5.22017 -12.31208 15.26597
H: -5.15777 -10.90236 11.59035
H: -6.75650 -11.54275 10.93110
H: -5.51409 -12.63015 11.47098
N: -12.89496 -7.12064 17.30997
C: -11.53254 -7.15350 17.24345
S: -10.46935 -6.07740 17.86893
C: -10.92452 -8.29987 16.55074
C: -11.31657 -9.59305 16.90746
C: -10.68364 -10.61182 16.26346
N: -9.94068 -10.47323 15.12485
C: -9.90538 -9.29648 14.60308
C: -10.35650 -8.16618 15.30728
H: -13.44492 -6.31309 17.56422
H: -13.29215 -7.86222 16.69008
H: -12.04205 -9.79891 17.63469
H: -10.80869 -11.63522 16.71285
H: -9.68469 -9.10729 13.56543
H: -10.29126 -7.13994 14.78895

Cartesian forces, eV/Å:
V -0.191 0.167 0.385
N 1.810 -1.149 -0.728
C -1.651 1.170 0.321
C 0.527 -1.052 -0.631
N -1.929 0.550 1.324
C 0.278 -1.454 0.848
C 1.433 1.288 -1.333
N 0.800 -0.785 -0.274
H -1.757 -1.020 -0.338
H 0.163 0.335 0.461
H 0.070 0.560 0.392
H 0.944 0.357 -0.107
H 0.106 0.211 0.143
H -0.322 0.290 -0.281
H 0.567 0.060 -1.002
H -0.136 0.199 0.229
H 0.309 0.214 -0.106
H -0.082 0.001 -0.089
H 0.036 -0.055 -0.373
H -0.324 -0.783 0.787
H -0.544 0.951 0.294
C 1.524 -0.221 1.001
C -1.661 -0.364 -1.493
C 0.128 0.532 -0.685
C -1.116 1.465 -0.287
C -0.177 -0.392 1.872
C -0.252 1.004 -2.598
C 0.589 -0.613 1.760
C -0.173 -0.473 -0.821
C 0.160 -0.248 1.219
C 1.197 0.078 1.079
C -1.307 -1.091 0.285
C 0.512 0.326 -0.363
C 0.561 -0.755 -0.700
C 0.157 0.585 -0.239
C -0.200 0.525 -0.791
H 0.855 -0.362 0.058
H -0.793 -0.192 0.552
H 0.157 0.285 -0.741
H 0.408 -0.042 0.218
H 0.256 -0.156 -0.299
H -0.437 0.352 -0.048
H 0.221 0.161 0.212
H -0.158 0.264 0.585
H -0.348 -0.372 -0.208
H -0.327 -0.394 0.040
C 0.233 -0.155 -0.377
P 0.487 0.634 -0.342
C -0.667 0.085 1.064
C 1.489 0.133 -1.408
H 0.036 -0.251 0.361
H -0.028 0.112 0.381
H -0.352 -0.381 0.059
H 0.213 0.065 -0.429
H 0.495 -0.175 -0.132
H -0.163 0.064 -0.158
H -1.452 -0.961 0.165
H -0.044 0.390 0.388
H -0.572 0.430 0.784
N 0.768 -2.047 -1.494
C -0.018 1.303 0.628
S -0.282 0.345 0.189
C -2.246 -0.400 -0.873
C 1.491 0.388 -0.634
C 0.418 -1.803 -0.053
N -0.310 -2.285 1.495
C -0.807 3.215 -0.122
C 0.800 1.752 -1.175
H 0.361 -0.062 0.052
H -0.203 1.342 0.937
H -0.580 -0.152 1.267
H 0.242 0.919 -0.975
H 0.773 -0.730 -0.217
H 0.030 -1.732 1.087

* frontier orbital gap (alpha / beta): 3.86 / 4.03 eV
* LUMO level (alpha / beta): -0.0135 / -0.0142 Ha
* charge: 0
* expectation value of S²: 3.7707
* multiplicity: 4

Atom charges from the Mulliken analysis, given in e for atoms 1 to 5:
1. V 0.249
2. N -0.419
3. C -0.596
4. C -0.696
5. N -0.167

=====

[2]
Molecular formula: C18H41NO2
Method: DFT, ωB97M-V/def2-TZVPD

Geometry (Å):
N: 5.89846 -3.06718 0.35145
C: 4.67435 -2.69951 -0.41350
C: 3.44932 -2.19873 0.53900
C: 2.35093 -1.56910 -0.51230
C: 0.86568 -1.48169 0.09049
C: -0.00053 -2.64108 -0.65101
O: -1.34441 -2.77412 -0.10525
C: -1.37006 -4.05358 0.57075
O: -1.26490 -4.03998 1.82763
H: 6.33362 -2.25130 0.80571
H: 6.59185 -3.35148 -0.37282
H: 4.24224 -3.57914 -1.01950
H: 4.83487 -1.82307 -1.15819
H: 2.98145 -3.04584 1.14308
H: 3.76973 -1.33471 1.23271
H: 2.75624 -0.58880 -0.93943
H: 2.33284 -2.32856 -1.38886
H: 0.44050 -0.44743 -0.21368
H: 0.79839 -1.54169 1.22678
H: 0.55460 -3.62643 -0.41732
H: 0.04270 -2.44836 -1.77482
H: -1.43993 -5.03817 -0.02018
C: -3.46992 -0.70101 -0.52863
C: -4.76072 -1.47497 -0.30045
C: -5.53726 -1.75085 -1.58889
C: -6.02630 -0.50760 -2.33747
C: -6.92187 0.43273 -1.52870
C: -8.22684 -0.21432 -1.08316
H: -3.66245 0.29161 -0.94449
H: -2.94033 -0.56528 0.41756
H: -2.80902 -1.23900 -1.21126
H: -5.38871 -0.94016 0.42020
H: -4.51103 -2.43531 0.16420
H: -6.39293 -2.39261 -1.35195
H: -4.90413 -2.33441 -2.26709
H: -6.57076 -0.83427 -3.23161
H: -5.16396 0.05991 -2.70394
H: -7.16139 1.30271 -2.15061
H: -6.38588 0.81737 -0.65622
H: -8.80037 -0.56905 -1.94398
H: -8.84183 0.51073 -0.54345
H: -8.05010 -1.05990 -0.41452
C: 2.10374 5.17714 2.38127
C: 3.54643 4.89309 1.98524
C: 3.69227 4.39255 0.54746
C: 2.99868 3.06127 0.24444
C: 3.43186 1.88393 1.11990
C: 4.90310 1.52892 0.96157
H: 1.49038 4.27340 2.34762
H: 2.06256 5.56545 3.40229
H: 1.65676 5.92251 1.71819
H: 3.98761 4.17819 2.68809
H: 4.12257 5.81909 2.08813
H: 4.75880 4.30883 0.31188
H: 3.29374 5.15171 -0.13505
H: 3.18123 2.80774 -0.80687
H: 1.91429 3.18570 0.33736
H: 2.83574 1.00608 0.84523
H: 3.21309 2.08664 2.17229
H: 5.13466 1.28053 -0.07824
H: 5.14799 0.66069 1.57960
H: 5.55242 2.35016 1.27328

Cartesian forces, eV/Å:
N 0.199 -0.014 -1.483
C -1.567 1.162 0.451
C -0.089 0.846 -1.443
C 0.496 -1.390 0.589
C -0.390 0.679 -1.262
C 1.864 0.163 0.867
O 0.780 -2.692 0.117
C 0.553 1.622 4.548
O -0.705 -0.527 -5.381
H -0.612 -0.340 -0.318
H -0.536 0.108 0.925
H 1.040 1.129 0.996
H -0.121 -1.369 1.003
H 0.736 1.117 -0.794
H -0.328 -1.518 -0.895
H -0.727 -1.279 0.735
H -0.051 1.300 1.173
H 0.415 -1.725 0.558
H 0.211 -0.199 -1.555
H -0.574 1.411 -0.685
H -0.506 -0.296 1.478
H 0.032 1.686 0.432
C -0.035 0.251 0.080
C 0.069 -0.085 -0.096
C -0.148 -0.050 0.066
C 0.127 0.084 -0.031
C -0.058 -0.038 -0.165
C -0.035 0.106 0.136
H -0.025 -0.032 0.006
H 0.052 -0.023 -0.134
H -0.074 0.088 0.043
H -0.006 -0.052 -0.058
H -0.059 0.060 0.010
H 0.026 0.032 -0.040
H -0.002 0.023 0.042
H 0.009 0.032 0.057
H -0.028 -0.054 0.018
H 0.077 -0.039 0.063
H 0.032 -0.021 -0.036
H 0.030 -0.025 0.057
H -0.022 -0.104 -0.033
H -0.038 0.017 -0.047
C 0.008 -0.034 0.179
C -0.003 0.096 -0.093
C 0.155 -0.054 -0.009
C -0.171 0.002 0.040
C -0.026 -0.025 -0.166
C 0.042 -0.090 0.155
H -0.002 0.070 -0.013
H -0.077 -0.011 -0.079
H -0.013 -0.061 0.015
H -0.004 0.020 -0.072
H 0.018 -0.100 0.003
H -0.057 -0.004 -0.012
H 0.014 -0.021 0.047
H 0.000 -0.005 0.060
H 0.056 0.017 -0.016
H -0.040 0.097 0.069
H -0.024 0.022 -0.031
H 0.024 0.041 0.033
H 0.080 0.053 -0.059
H 0.006 -0.054 -0.049

* frontier orbital gap: 10.27 eV
* LUMO level: 0.0262 Ha
* charge: 0
* structure (SMILES): NCCCCCOC=O.CCCCCC.CCCCCC

Atom charges from the natural (NBO) analysis, given in e for atoms 1 to 5:
1. N -0.836
2. C -0.216
3. C -0.408
4. C -0.416
5. C -0.436